# 1
DFT (ωB97M-V/def2-TZVPD) results for a molecular structure, C29H29F4N3O3PbSi at a distorted geometry.

Output
**E_LUMO (alpha / beta)**: -1.42 / -1.53 eV
**Calculated total energy**: -65146.35362 eV
**Gap between HOMO and LUMO (alpha / beta)**: 2.7383 / 2.5185 eV
**HOMO (alpha / beta)**: -4.16 / -4.04 eV

```
70
C29H29F4N3O3PbSi (ωB97M-V/def2-TZVPD)
Pb -1.74 -2.30 -3.50
C 3.09 2.98 -0.62
C 2.71 2.08 0.54
N 1.33 1.46 0.31
C 1.23 0.14 0.36
C 0.17 -0.56 -0.23
C 0.32 -2.00 0.07
O 0.79 -2.44 1.11
O -0.05 -2.88 -0.84
C -0.71 0.06 -1.20
O -1.41 -0.56 -2.10
C -0.71 1.53 -1.07
C -1.76 2.28 -1.65
C -2.02 3.55 -1.21
F -3.26 4.07 -1.41
C -1.06 4.28 -0.37
C 0.07 3.55 -0.05
C 0.28 2.18 -0.29
N -1.15 5.61 -0.03
C -0.92 5.97 1.36
C -0.66 7.50 1.44
N -0.63 8.19 0.11
C -1.94 7.93 -0.55
C -2.24 6.36 -0.65
H 4.16 2.79 -0.80
H 2.96 4.01 -0.33
H 2.47 2.71 -1.46
H 2.67 2.57 1.52
H 3.32 1.18 0.67
H 1.96 -0.38 1.00
H -2.45 1.78 -2.35
H 0.85 3.95 0.67
H -0.02 5.46 1.70
H -1.69 5.79 2.16
H 0.19 7.82 2.03
H -1.50 7.97 2.00
H 0.12 7.68 -0.41
H -0.48 9.21 0.13
H -1.78 8.32 -1.61
H -2.75 8.43 -0.05
H -2.45 6.03 -1.68
H -3.13 6.30 0.02
F -2.98 -4.85 -2.58
C -3.21 -3.51 -2.25
F -3.20 -3.44 -0.86
F -4.56 -3.29 -2.60
C -2.30 -6.08 3.27
C -2.43 -6.61 1.98
C -1.56 -6.29 0.94
C -0.69 -5.18 1.03
C -0.46 -4.75 2.31
C -1.21 -5.19 3.43
Si 0.20 -4.56 -0.52
C 2.07 -5.01 -0.56
C 3.08 -4.49 -1.39
C 4.35 -4.97 -1.45
C 4.73 -6.12 -0.74
C 3.70 -6.80 -0.10
C 2.42 -6.22 0.05
H -3.04 -6.26 4.09
H -3.18 -7.35 1.68
H -1.72 -6.76 0.00
H 0.27 -4.02 2.63
H -1.01 -4.83 4.39
H -0.69 -5.01 -1.65
H 2.97 -3.56 -1.94
H 5.04 -4.39 -2.01
H 5.67 -6.53 -0.83
H 3.86 -7.77 0.36
H 1.67 -6.76 0.56
```

---

# 2
DFT (ωB97M-V/def2-TZVPD) results for a molecular structure, C29H29FeN3Si at a distorted geometry.

Output
**Total charge**: +1
**E_LUMO (alpha / beta)**: -5.05 / -4.65 eV
**2S+1**: 6
**<S²>**: 8.98
**Calculated total energy**: -77267.36974 eV
**Gap between HOMO and LUMO (alpha / beta)**: 4.1530 / 6.1083 eV
**HOMO (alpha / beta)**: -9.20 / -10.76 eV

```
63
C29H29FeN3Si (ωB97M-V/def2-TZVPD)
C -2.93 -0.87 -0.99
C -1.99 -0.60 -2.04
C -0.96 -1.63 -1.95
H -2.08 0.14 -2.80
C -1.25 -2.46 -0.81
C -2.49 -2.01 -0.28
H -3.07 -2.54 0.46
H -3.88 -0.37 -0.87
H -0.20 -1.82 -2.68
H -0.70 -3.35 -0.51
Fe -0.85 -0.40 -0.29
C 0.46 -1.13 2.11
H -0.56 -1.48 1.94
H 0.59 -0.44 2.94
H 1.18 -1.92 2.10
Si 1.54 -0.16 -1.00
C 2.57 1.40 -0.86
C 2.61 2.00 -2.14
H 2.06 1.54 -2.97
C 3.35 3.14 -2.37
H 3.28 3.61 -3.34
C 4.14 3.69 -1.36
H 4.69 4.62 -1.55
C 4.20 3.05 -0.13
H 4.84 3.47 0.65
C 3.43 1.90 0.14
H 3.54 1.42 1.10
C 2.80 -1.53 -1.12
C 4.09 -1.18 -1.55
H 4.40 -0.13 -1.58
C 4.98 -2.16 -1.96
H 5.96 -1.87 -2.34
C 4.65 -3.50 -1.87
H 5.34 -4.27 -2.21
C 3.40 -3.85 -1.33
H 3.16 -4.90 -1.22
C 2.49 -2.88 -0.95
H 1.53 -3.18 -0.50
H 0.86 -0.19 -2.33
H 0.45 -0.51 1.22
C -5.30 -1.67 4.05
C -4.23 -2.45 3.54
C -3.29 -1.87 2.72
C -3.38 -0.51 2.36
C -4.46 0.26 2.85
C -5.38 -0.32 3.70
N -2.45 0.15 1.55
N -2.62 1.46 1.54
C -1.92 2.17 0.60
C -1.95 3.59 0.67
C -1.20 4.33 -0.22
C -0.49 3.63 -1.20
C -0.65 2.26 -1.32
N -1.16 1.49 -0.33
H -6.04 -2.13 4.71
H -4.17 -3.50 3.78
H -2.45 -2.48 2.34
H -4.51 1.30 2.57
H -6.19 0.31 4.10
H -2.54 4.00 1.49
H -1.16 5.42 -0.16
H 0.18 4.14 -1.88
H -0.28 1.74 -2.21
```

---

# 3
DFT (ωB97M-V/def2-TZVPD) results for a molecular structure, C29H29MgN2O4S at a distorted geometry.

Output
**Total charge**: -1
**E_LUMO**: 2.52 eV
**Calculated total energy**: -57996.03490 eV
**Gap between HOMO and LUMO**: 6.3555 eV
**HOMO**: -3.83 eV

```
66
C29H29MgN2O4S (ωB97M-V/def2-TZVPD)
C -2.24 0.01 1.35
C -2.36 -0.34 -0.06
C -1.84 -1.65 -0.21
H -2.87 0.24 -0.83
C -1.46 -2.15 1.06
C -1.78 -1.17 2.05
H -0.92 -3.09 1.23
C 0.22 2.52 0.12
C -0.79 2.19 -0.84
C -0.17 1.49 -1.91
H -1.84 2.48 -0.79
C 1.20 1.36 -1.62
C 1.45 2.00 -0.36
H -1.81 -2.20 -1.14
H -1.58 -1.22 3.13
H -2.58 0.95 1.79
H 2.44 2.16 0.07
H -0.65 1.14 -2.82
H 0.09 3.17 0.99
Mg -0.32 0.48 1.13
C 2.29 0.86 -2.57
C 3.27 1.99 -2.85
C 1.69 0.35 -3.89
H 2.75 2.82 -3.31
H 4.05 1.67 -3.54
H 3.75 2.36 -1.94
H 1.19 1.18 -4.39
H 0.98 -0.47 -3.72
H 2.51 0.00 -4.54
C 3.06 -0.32 -1.90
C 2.27 -1.65 -1.70
H 3.41 0.00 -0.89
H 3.99 -0.52 -2.49
O 1.26 -1.70 -0.96
N 2.71 -2.80 -2.31
C 2.13 -4.03 -1.82
H 3.49 -2.85 -2.94
C 0.73 -4.26 -2.31
C -0.24 -4.89 -1.51
H 0.00 -5.18 -0.49
C -1.50 -5.19 -2.04
H -2.26 -5.70 -1.44
C -1.80 -4.85 -3.37
H -2.79 -5.08 -3.80
C -0.84 -4.19 -4.15
H -1.05 -3.90 -5.18
C 0.42 -3.90 -3.61
H 1.18 -3.40 -4.20
H 2.08 -3.87 -0.75
H 2.81 -4.85 -2.05
O -1.05 1.40 6.02
S -0.91 1.97 4.71
O -2.07 2.63 4.13
N -0.26 0.90 3.59
C 1.01 1.23 3.19
O 1.64 0.59 2.27
C 1.47 2.46 3.78
C 2.61 3.14 3.34
C 2.84 4.41 3.86
C 1.89 4.93 4.80
C 0.72 4.26 5.18
C 0.51 3.01 4.62
H 3.28 2.66 2.62
H 3.73 4.98 3.57
H 2.10 5.93 5.21
H 0.00 4.66 5.89
```